No. 1
DFT (wB97M-V/def2-TZVPD) results for C18H43CaO3P3 as an isolated structure at a distorted geometry.

Computed properties:
LUMO energy   -8.97 eV
E_HOMO   -14.9574 eV
Gap between HOMO and LUMO   6.0 eV
Total charge   +2

Atoms and positions in Å:
C  0.4387  3.6599  0.7818
C  1.5541  3.7388  1.8287
C  2.8930  3.0949  1.4561
C  2.9381  1.5647  1.4781
C  2.0557  0.7965  0.4864
C  2.1657  1.2366  -0.9723
C  0.9208  0.9852  -1.8313
C  0.3073  -0.4331  -1.8728
C  0.9543  -1.4115  -2.8700
C  2.0280  -2.3670  -2.3105
C  1.3957  -3.6204  -1.6488
C  1.9429  -4.0446  -0.2754
C  1.2129  -3.3531  0.8717
C  -0.2169  -3.8491  1.1253
C  -1.1367  -2.6294  1.2020
C  -0.8148  -1.7058  2.3825
C  -1.2835  -0.2726  2.1276
C  -2.8151  -0.1495  2.0917
P  -3.4269  0.7197  0.4469
P  -4.5512  1.4443  -1.3689
P  -3.2781  2.9139  -2.4092
O  -3.6414  2.7749  -3.8114
O  -3.5846  4.2497  -1.6353
O  -1.7732  2.6345  -1.9384
H  0.8121  3.9280  -0.2109
H  -0.0005  2.6587  0.7091
H  -0.3713  4.3515  1.0319
H  1.7472  4.7969  2.0293
H  1.2083  3.3152  2.7811
H  3.2486  3.4886  0.4978
H  3.6248  3.4318  2.1974
H  3.9738  1.2465  1.3214
H  2.6714  1.2448  2.4952
H  2.3669  -0.2450  0.5392
H  1.0047  0.8110  0.8177
H  2.3861  2.3062  -1.0210
H  3.0314  0.7435  -1.4281
H  0.1435  1.6857  -1.4920
H  1.1566  1.2704  -2.8622
H  -0.7519  -0.3117  -2.1490
H  0.3048  -0.8954  -0.8765
H  0.1609  -2.0613  -3.2585
H  1.3556  -0.8431  -3.7142
H  2.6741  -1.8455  -1.5929
H  2.6714  -2.6790  -3.1354
H  1.5102  -4.4760  -2.3193
H  0.3113  -3.4547  -1.5735
H  3.0147  -3.8344  -0.2046
H  1.8403  -5.1301  -0.1714
H  1.8128  -3.4109  1.7848
H  1.1383  -2.2960  0.6233
H  -0.5441  -4.5029  0.3110
H  -0.2783  -4.4381  2.0455
H  -1.0200  -2.0672  0.2633
H  -2.1956  -2.9489  1.2460
H  -1.2607  -2.1005  3.3030
H  0.2630  -1.6676  2.5547
H  -0.8924  0.4033  2.8909
H  -0.8747  0.0502  1.1609
H  -3.2213  -1.1748  2.2106
H  -3.2038  0.4503  2.9310
H  -4.4541  1.4006  1.2766
H  -2.1589  1.2990  0.1731
H  -3.6838  -0.6673  -0.1015
H  -4.3331  0.3318  -2.2045
H  -2.9051  4.5988  -1.0460
H  -1.3057  2.0630  -2.5712
Ca  -5.2626  -0.8027  1.4033

Mulliken atomic charge list, values in e, 5 entries: -0.547 -0.603 -0.799 -1.256 1.694

---

No. 2
DFT (wB97M-V/def2-TZVPD) results for a 3-piece molecular cluster, C18H43ClN3O overall.

Computed properties:
LUMO energy   -4.60 eV
E_HOMO   -10.0692 eV
Gap between HOMO and LUMO   5.5 eV
Total charge   +1

Atoms and positions in Å:
C  0.1038  3.1411  0.4670
C  -0.5567  2.0510  -0.4016
C  0.0951  0.6886  -0.0585
C  -2.0602  1.9159  -0.1528
N  -2.9907  2.8322  -0.9413
Cl  -2.2889  4.3272  -1.4886
C  -4.2599  3.1030  -0.1862
C  -5.0812  1.8183  -0.1085
O  -5.6013  1.4646  0.9054
H  -0.3328  3.1075  1.4704
H  1.1713  2.9224  0.5281
H  -0.0404  4.1500  0.0741
H  -0.3644  2.2501  -1.4629
H  -0.5453  -0.1645  -0.2965
H  1.0408  0.5911  -0.5940
H  0.3304  0.6429  1.0114
H  -2.2848  2.0415  0.9105
H  -2.3904  0.9126  -0.4472
H  -3.2494  2.3320  -1.7968
H  -4.0016  3.4590  0.8134
H  -4.8219  3.8749  -0.7190
H  -5.1813  1.2555  -1.0590
C  5.5791  0.9891  1.4401
C  4.7620  1.7087  2.5019
N  3.4823  1.0690  2.7648
C  2.5707  1.8942  3.5349
C  2.9455  2.2658  4.9734
C  3.5497  -0.3347  3.1455
C  4.3963  -0.7062  4.3679
H  4.9927  0.8482  0.5306
H  6.4614  1.5788  1.1911
H  5.9260  0.0128  1.7792
H  4.5480  2.7231  2.1532
H  5.3766  1.8197  3.4078
H  1.5960  1.3935  3.5423
H  2.4272  2.8217  2.9679
H  2.8519  1.4197  5.6523
H  2.2775  3.0491  5.3363
H  3.9641  2.6483  5.0397
H  3.9234  -0.8970  2.2865
H  2.5237  -0.6823  3.2957
H  5.3777  -0.2315  4.3398
H  4.5582  -1.7851  4.3862
H  3.9158  -0.4329  5.3058
C  -3.0339  -1.7744  -1.4209
C  -3.1679  -2.7730  -2.5590
N  -2.2119  -2.5282  -3.6221
C  -2.5155  -3.2492  -4.8507
C  -2.4671  -4.7794  -4.8176
C  -0.8136  -2.5150  -3.2182
C  -0.2583  -3.7525  -2.5039
H  -3.0681  -0.7545  -1.8231
H  -3.8518  -1.8958  -0.7086
H  -2.0994  -1.8988  -0.8715
H  -4.1663  -2.6782  -2.9932
H  -3.1094  -3.7892  -2.1411
H  -1.8373  -2.8845  -5.6259
H  -3.5181  -2.9410  -5.1624
H  -1.4473  -5.1578  -4.7660
H  -2.9140  -5.1768  -5.7299
H  -3.0275  -5.1878  -3.9758
H  -0.6568  -1.6477  -2.5680
H  -0.2197  -2.3133  -4.1123
H  -0.9193  -4.0936  -1.7055
H  0.7047  -3.5130  -2.0493
H  -0.0977  -4.5853  -3.1853

Mulliken atomic charge list, values in e, 5 entries: -1.462 0.690 -1.115 -0.229 -0.072